i) {
  "formula": "C5H14N2O",
  "method": "ωB97M-V/def2-TZVPD",
  "gap_ha": 0.361,
  "multiplicity": 1,
  "total_charge": 0,
  "lumo_ev": 0.94,
  "homo_energy_ev": -8.9,
  "symbols": ["C", "C", "N", "O", "H", "H", "H", "H", "H", "H", "H", "C", "C", "C", "N", "H", "H", "H", "H", "H", "H", "H"],
  "positions_angstrom": [[0.94, 1.45, 1.20], [0.23, 1.09, 2.46], [1.91, 0.69, 0.79], [-0.74, 0.93, -0.20], [-1.52, 0.85, 0.36], [0.87, 2.50, 0.91], [2.48, 1.13, 0.07], [1.31, -0.69, 0.34], [0.16, 0.01, 2.57], [0.79, 1.48, 3.32], [-0.77, 1.52, 2.49], [0.34, -0.28, -2.15], [-1.68, -1.42, -1.11], [-0.33, -0.78, -0.89], [0.50, -1.40, -0.02], [0.02, -1.83, 0.76], [1.25, 0.25, -1.90], [-0.33, 0.39, -2.68], [0.60, -1.14, -2.77], [-2.13, -1.72, -0.17], [-1.57, -2.31, -1.74], [-2.34, -0.71, -1.62]],
  "mulliken_charge": [0.407, -1.096, -0.720, -0.709, 0.205, 0.288, 0.213, 0.419, 0.211, 0.351, 0.307, -1.414, -1.555, 1.273, -0.591, 0.298, 0.293, 0.308, 0.376, 0.411, 0.379, 0.347]
}

=====

ii) {
  "formula": "C5H14N2O",
  "method": "ωB97M-V/def2-TZVPD",
  "gap_ha": [0.251, 0.251],
  "multiplicity": 1,
  "total_charge": 0,
  "lumo_ev": [0.05, 0.04],
  "homo_energy_ev": [-6.8, -6.8],
  "symbols": ["C", "C", "C", "N", "H", "H", "H", "H", "H", "H", "H", "H", "H", "C", "C", "N", "O", "H", "H", "H", "H", "H"],
  "positions_angstrom": [[1.64, 0.06, -0.50], [0.89, -1.10, 1.54], [2.27, 1.18, 0.24], [1.10, -0.98, 0.10], [0.47, -1.56, -0.47], [-0.23, 0.71, -1.11], [1.74, -0.02, -1.57], [1.83, -0.96, 2.07], [0.49, -2.09, 1.75], [0.16, -0.34, 1.85], [2.90, 0.84, 1.06], [2.85, 1.81, -0.42], [1.41, 1.73, 0.67], [-1.74, -1.15, -0.54], [-1.18, 0.82, -0.40], [-2.24, 1.46, -1.07], [-0.90, 1.17, 0.77], [-2.94, 1.80, -0.43], [-2.60, 0.98, -1.88], [-1.23, -2.08, -0.28], [-2.13, -1.25, -1.55], [-2.56, -1.04, 0.17]],
  "mulliken_charge": [-0.146, -0.801, -1.127, -0.106, 0.327, -0.088, 0.557, 0.334, 0.299, 0.335, 0.366, 0.337, 0.283, -1.506, 0.602, -0.541, -0.711, 0.260, 0.225, 0.508, 0.291, 0.302]
}

=====

iii) {
  "formula": "C5H14N2O",
  "method": "ωB97M-V/def2-TZVPD",
  "gap_ha": 0.342,
  "multiplicity": 1,
  "total_charge": 0,
  "lumo_ev": 0.87,
  "homo_energy_ev": -8.4,
  "symbols": ["C", "C", "C", "C", "C", "N", "N", "O", "H", "H", "H", "H", "H", "H", "H", "H", "H", "H", "H", "H", "H", "H"],
  "positions_angstrom": [[2.12, 0.17, 0.28], [0.42, -0.49, 0.22], [-2.33, 0.71, 1.11], [-2.64, -0.43, -0.99], [3.09, -0.84, -0.29], [-1.72, -0.06, 0.06], [-0.15, 0.48, -0.58], [2.46, 1.46, -0.11], [2.11, 1.65, -0.99], [-0.07, 1.41, -0.17], [2.18, 0.18, 1.38], [0.19, -0.62, 1.28], [0.50, -1.46, -0.28], [-2.76, 1.66, 0.74], [-3.13, 0.14, 1.60], [-1.58, 0.95, 1.87], [-2.11, -1.00, -1.75], [-3.44, -1.07, -0.59], [-3.12, 0.45, -1.46], [4.11, -0.60, 0.00], [3.04, -0.84, -1.38], [2.85, -1.84, 0.06]],
  "mulliken_charge": [0.356, -0.331, -0.994, -0.904, -1.307, 0.020, -0.532, -0.551, 0.342, 0.284, 0.236, 0.288, 0.226, 0.321, 0.341, 0.302, 0.276, 0.314, 0.294, 0.344, 0.300, 0.373]
}

=====

iv) {
  "formula": "C5H14N2O",
  "method": "ωB97M-V/def2-TZVPD",
  "gap_ha": 0.362,
  "multiplicity": 1,
  "smiles": "C=NCC[C@H](C)N.O",
  "total_charge": 0,
  "lumo_ev": 0.77,
  "homo_energy_ev": -9.1,
  "symbols": ["C", "C", "C", "C", "C", "N", "N", "H", "H", "H", "H", "H", "H", "H", "H", "H", "H", "H", "H", "H", "H", "O"],
  "positions_angstrom": [[1.55, -1.03, -1.20], [0.16, -0.68, -0.74], [0.04, 0.76, -0.24], [-1.39, 1.18, 0.14], [-2.64, 0.14, 1.81], [-2.18, 0.04, 0.64], [-0.71, -0.81, -1.93], [2.39, -0.87, -0.53], [1.52, -2.02, -1.65], [1.76, -0.43, -2.09], [-0.21, -1.37, 0.02], [0.42, 1.44, -1.00], [0.69, 0.85, 0.63], [-1.90, 1.47, -0.78], [-1.39, 1.94, 0.91], [-2.47, 1.04, 2.41], [-3.21, -0.69, 2.20], [-1.69, -0.77, -1.65], [-0.61, -1.74, -2.34], [2.78, 0.01, 2.10], [4.00, 0.67, 1.49], [3.10, 0.87, 1.79]],
  "mulliken_charge": [-1.400, 0.604, -0.579, -0.878, -0.312, -0.289, -0.784, 0.250, 0.348, 0.410, 0.269, 0.319, 0.220, 0.330, 0.514, 0.205, 0.267, 0.273, 0.249, 0.311, 0.309, -0.636]
}

=====

Name the least stable of them. iii).

=====

i) {
  "formula": "C5H14N2O",
  "method": "ωB97M-V/def2-TZVPD",
  "gap_ha": 0.331,
  "multiplicity": 1,
  "smiles": "C[C@H](CO)[C@H](N)CN",
  "total_charge": 0,
  "lumo_ev": 0.72,
  "homo_energy_ev": -8.3,
  "symbols": ["C", "C", "C", "C", "C", "N", "N", "O", "H", "H", "H", "H", "H", "H", "H", "H", "H", "H", "H", "H", "H", "H"],
  "positions_angstrom": [[-0.53, -0.42, 0.19], [0.57, 0.59, 0.39], [1.95, -0.28, 0.83], [-1.94, 0.50, 0.15], [0.93, 1.42, -0.83], [-0.48, -1.26, -0.96], [-3.11, -0.30, 0.40], [2.33, -1.10, -0.26], [3.18, -1.52, -0.06], [-0.62, -1.05, 1.08], [0.34, 1.22, 1.25], [-0.25, -0.74, -1.80], [0.23, -1.98, -0.86], [-3.10, -1.11, -0.22], [-3.12, -0.65, 1.35], [1.74, -0.89, 1.72], [2.74, 0.45, 1.07], [-2.02, 0.91, -0.85], [-1.93, 1.33, 0.85], [1.53, 2.28, -0.54], [1.49, 0.83, -1.55], [0.05, 1.79, -1.36]],
  "mulliken_charge": [-0.122, 0.276, -0.724, -0.795, -1.557, -0.613, -0.681, -0.508, 0.287, 0.370, 0.362, 0.284, 0.279, 0.269, 0.261, 0.382, 0.391, 0.331, 0.406, 0.408, 0.330, 0.363]
}

=====

ii) {
  "formula": "C5H14N2O",
  "method": "ωB97M-V/def2-TZVPD",
  "gap_ha": 0.358,
  "multiplicity": 1,
  "smiles": "NNC=O.CCCC",
  "total_charge": 0,
  "lumo_ev": 0.92,
  "homo_energy_ev": -8.8,
  "symbols": ["C", "C", "C", "C", "H", "H", "H", "H", "H", "H", "H", "H", "H", "H", "N", "N", "C", "O", "H", "H", "H", "H"],
  "positions_angstrom": [[0.36, -0.56, -1.18], [-1.29, -0.33, -0.82], [-1.80, -1.16, 0.34], [1.23, -1.57, -0.46], [0.72, -0.15, -2.12], [-0.43, -1.26, -1.69], [-1.96, -0.39, -1.69], [-1.24, 0.72, -0.55], [-1.83, -2.22, 0.09], [-2.81, -0.82, 0.60], [-1.18, -1.00, 1.22], [0.73, -2.06, 0.38], [2.08, -1.03, -0.06], [1.62, -2.34, -1.12], [0.58, 1.14, 1.17], [0.20, 2.27, 1.94], [1.09, 1.35, -0.14], [2.30, 1.26, -0.37], [1.14, 0.49, 1.72], [0.79, 3.06, 1.68], [-0.76, 2.50, 1.71], [0.47, 2.12, -0.66]],
  "mulliken_charge": [-0.464, -0.326, -1.233, -1.131, 0.410, 0.215, 0.469, 0.260, 0.323, 0.409, 0.256, 0.293, 0.323, 0.356, 0.239, -0.801, -0.258, -0.544, 0.279, 0.268, 0.246, 0.413]
}

=====

iii) {
  "formula": "C5H14N2O",
  "method": "ωB97M-V/def2-TZVPD",
  "gap_ha": 0.321,
  "multiplicity": 1,
  "total_charge": 0,
  "lumo_ev": 0.69,
  "homo_energy_ev": -8.1,
  "symbols": ["C", "C", "C", "C", "C", "N", "N", "O", "H", "H", "H", "H", "H", "H", "H", "H", "H", "H", "H", "H", "H", "H"],
  "positions_angstrom": [[-1.42, 1.00, -1.82], [1.26, 0.03, -0.88], [-0.86, 1.40, -0.46], [-0.51, -1.22, 0.77], [0.23, 0.52, 0.11], [0.57, -1.99, 1.39], [0.85, 1.11, 1.21], [1.31, -1.34, 2.31], [-0.63, 0.94, -2.56], [-2.14, 1.75, -2.15], [-1.92, 0.04, -1.76], [1.70, 0.88, -1.40], [2.06, -0.49, -0.36], [0.83, -0.64, -1.63], [-1.67, 1.50, 0.27], [-0.40, 2.39, -0.56], [-0.94, -1.75, -0.06], [-1.24, -0.92, 1.51], [1.19, -2.34, 0.62], [0.14, -2.84, 1.83], [0.20, 1.58, 1.84], [1.38, 0.40, 1.75]],
  "mulliken_charge": [-1.268, -1.959, -0.754, -1.042, 1.115, 0.112, -0.618, -0.763, 0.328, 0.381, 0.296, 0.395, 0.501, 0.373, 0.373, 0.407, 0.441, 0.355, 0.336, 0.313, 0.275, 0.403]
}

=====

Name the least stable of them. ii).